Density functional theory data (ωB97M-V/def2-TZVPD) for a molecular structure, C24H57N3O12S3.

Positions of all 99 atoms, in Å:
C (6.651, 0.989, 4.459)
C (5.794, -0.257, 4.715)
N (4.404, 0.035, 4.960)
C (3.724, 0.642, 3.833)
C (2.357, 1.204, 4.212)
C (3.703, -1.115, 5.527)
C (3.581, -1.037, 7.037)
H (7.708, 0.767, 4.622)
H (6.389, 1.798, 5.145)
H (6.572, 1.378, 3.443)
H (5.978, -0.931, 3.858)
H (6.213, -0.731, 5.605)
H (4.344, 1.443, 3.435)
H (3.557, -0.047, 2.981)
H (2.430, 1.723, 5.168)
H (2.072, 1.946, 3.459)
H (1.551, 0.471, 4.214)
H (4.171, -2.069, 5.241)
H (2.711, -1.213, 5.077)
H (2.918, -1.820, 7.416)
H (3.170, -0.084, 7.363)
H (4.553, -1.210, 7.505)
C (-3.447, -4.228, -0.616)
C (-2.255, -4.921, -1.255)
N (-2.434, -5.333, -2.626)
C (-3.626, -6.072, -2.963)
C (-4.055, -5.848, -4.420)
C (-1.218, -5.839, -3.217)
C (-0.506, -6.982, -2.463)
H (-3.642, -3.269, -1.105)
H (-3.221, -4.034, 0.435)
H (-4.397, -4.763, -0.622)
H (-1.457, -4.175, -1.209)
H (-1.892, -5.719, -0.580)
H (-3.528, -7.149, -2.720)
H (-4.470, -5.770, -2.343)
H (-4.294, -4.787, -4.501)
H (-3.282, -6.148, -5.119)
H (-4.985, -6.392, -4.599)
H (-0.537, -4.997, -3.387)
H (-1.419, -6.172, -4.237)
H (0.286, -6.566, -1.839)
H (-0.046, -7.673, -3.170)
H (-1.175, -7.554, -1.821)
C (-5.360, -0.151, -1.598)
C (-3.903, 0.288, -1.589)
N (-3.476, 0.701, -2.933)
C (-2.329, 1.606, -2.849)
C (-1.792, 2.041, -4.212)
C (-3.208, -0.455, -3.795)
C (-2.045, -1.362, -3.424)
H (-5.519, -1.037, -2.213)
H (-5.931, 0.649, -2.076)
H (-5.759, -0.307, -0.597)
H (-3.811, 1.209, -1.008)
H (-3.260, -0.495, -1.168)
H (-2.682, 2.486, -2.308)
H (-1.486, 1.164, -2.295)
H (-1.173, 2.925, -4.064)
H (-1.194, 1.275, -4.708)
H (-2.623, 2.257, -4.888)
H (-3.081, -0.082, -4.814)
H (-4.102, -1.080, -3.868)
H (-1.149, -0.798, -3.165)
H (-1.793, -1.882, -4.352)
H (-2.231, -2.074, -2.625)
C (4.294, 5.478, -0.422)
C (2.797, 5.680, -0.233)
O (2.439, 4.755, 0.816)
S (3.539, 3.659, 1.081)
O (3.048, 2.382, 0.725)
O (4.113, 3.847, 2.357)
O (4.540, 4.129, -0.074)
H (4.916, 6.244, 0.044)
H (4.544, 5.585, -1.482)
H (2.182, 5.479, -1.106)
H (2.548, 6.659, 0.169)
C (-1.167, 6.721, -0.064)
C (-2.229, 6.669, 1.016)
O (-2.181, 5.315, 1.496)
S (-0.901, 4.515, 0.955)
O (-1.346, 3.735, -0.133)
O (-0.142, 3.964, 2.004)
O (-0.153, 5.835, 0.447)
H (-0.693, 7.689, -0.208)
H (-1.487, 6.360, -1.042)
H (-3.232, 6.814, 0.619)
H (-2.057, 7.344, 1.851)
C (-0.052, 0.609, 0.292)
C (0.991, -0.146, 1.116)
O (1.405, -1.260, 0.333)
S (0.619, -1.286, -1.059)
O (0.157, -2.580, -1.366)
O (1.357, -0.524, -1.999)
O (-0.604, -0.418, -0.544)
H (0.283, 1.420, -0.352)
H (-0.832, 0.973, 0.957)
H (0.496, -0.560, 1.998)
H (1.762, 0.543, 1.458)

Summary:
Electronic energy, eV: -87354.59830
Gap between HOMO and LUMO, eV: 7.54
E_LUMO, eV: -0.063

Mulliken atomic charge list, values in e, 4 entries:
1 C -1.33
2 C -0.42
3 N 0.38
4 C -0.30

=====

Density functional theory data (ωB97M-V/def2-TZVPD) for a molecular structure, C22H27Cl4N3O2OsP.

Positions of all 60 atoms, in Å:
Os (0.183, 1.175, -0.203)
C (2.427, 0.412, 3.777)
C (2.584, 0.353, 2.254)
C (4.056, 0.449, 1.854)
C (1.735, 1.427, 1.571)
C (2.192, 2.176, 0.471)
C (1.402, 3.192, -0.102)
C (0.181, 3.603, 0.491)
C (-0.588, 4.775, -0.051)
C (-0.257, 2.895, 1.619)
C (0.452, 1.781, 2.082)
H (3.111, -0.296, 4.242)
H (1.423, 0.156, 4.118)
H (2.674, 1.405, 4.160)
H (2.211, -0.621, 1.919)
H (4.466, 1.434, 2.089)
H (4.227, 0.251, 0.793)
H (4.634, -0.284, 2.414)
H (3.152, 1.950, 0.026)
H (1.768, 3.716, -0.975)
H (-1.366, 4.453, -0.746)
H (0.069, 5.463, -0.577)
H (-1.077, 5.311, 0.761)
H (-1.181, 3.180, 2.107)
H (0.065, 1.240, 2.933)
Cl (-5.943, 2.051, -3.710)
C (-4.335, 1.814, -3.300)
C (-3.344, 1.841, -4.271)
Cl (-3.725, 2.116, -5.887)
C (-1.976, 1.650, -3.908)
Cl (-0.763, 1.704, -5.039)
C (-1.608, 1.437, -2.539)
O (-0.395, 1.301, -2.182)
C (-2.625, 1.392, -1.519)
O (-2.273, 1.189, -0.334)
C (-3.998, 1.587, -1.923)
Cl (-5.155, 1.557, -0.743)
C (0.022, -4.000, -1.390)
N (1.141, -3.568, -0.413)
C (0.700, -3.949, 1.023)
N (-0.564, -3.375, 1.323)
C (-1.576, -3.807, 0.356)
N (-1.217, -3.417, -1.012)
C (-1.275, -1.966, -1.216)
P (-0.089, -1.105, -0.098)
C (1.415, -2.093, -0.527)
C (-0.528, -1.919, 1.489)
H (-0.018, -5.086, -1.327)
H (0.342, -3.696, -2.385)
H (1.993, -4.084, -0.641)
H (1.486, -3.603, 1.692)
H (0.654, -5.037, 1.033)
H (-2.537, -3.372, 0.619)
H (-1.665, -4.892, 0.400)
H (-2.286, -1.618, -0.999)
H (-1.047, -1.724, -2.256)
H (2.241, -1.844, 0.139)
H (1.721, -1.879, -1.551)
H (-1.508, -1.562, 1.809)
H (0.192, -1.639, 2.262)

Summary:
Electronic energy, eV: -93634.88761
Gap between HOMO and LUMO (spin up / spin down), eV: 8.33 / 5.62
E_LUMO (spin up / spin down), eV: -8.335 / -11.762
2S+1: 5
Total charge: +3

Mulliken atomic charge list, values in e, 4 entries:
1 Os 0.69
2 C -1.63
3 C 1.77
4 C -1.88

=====

Density functional theory data (ωB97M-V/def2-TZVPD) for a single C4H3NO2 molecule.

Positions of all 10 atoms, in Å:
H (2.748, 0.644, 0.003)
N (2.244, -0.241, 0.074)
C (1.003, -0.045, 0.047)
C (-0.073, -1.044, 0.125)
C (-1.248, -0.440, 0.065)
C (-0.999, 1.007, -0.058)
O (-1.773, 1.909, -0.155)
O (0.381, 1.188, -0.067)
H (-0.051, -2.087, -0.120)
H (-2.232, -0.889, 0.086)

Summary:
Electronic energy, eV: -9781.01340
SMILES: [H]/N=C1/C=CC(=O)O1
Gap between HOMO and LUMO, eV: 10.12
E_LUMO, eV: -0.703

Mulliken atomic charge list, values in e, 4 entries:
1 H 0.29
2 N -0.64
3 C 0.52
4 C -0.38

=====

Density functional theory data (ωB97M-V/def2-TZVPD) for 3 unconnected molecules or ions with the total composition C7H16NO2.

Positions of all 26 atoms, in Å:
C (-4.722, -0.342, 0.198)
C (0.572, -0.919, 0.844)
C (-0.578, -0.845, -2.259)
C (-0.047, 2.635, 0.995)
C (-0.853, -0.473, 0.706)
C (-0.895, 0.437, -1.587)
C (-1.188, 1.967, 0.209)
N (-0.988, 0.630, -0.306)
O (-5.764, -0.778, 0.242)
O (-3.641, 0.151, 0.194)
H (2.991, -2.978, -4.120)
H (0.932, -1.117, -0.187)
H (1.157, -0.190, 1.411)
H (0.570, -1.863, 1.398)
H (-1.335, -1.111, -2.958)
H (0.364, -0.749, -2.747)
H (-0.550, -1.665, -1.516)
H (-0.330, 3.330, 1.875)
H (0.819, 2.057, 1.452)
H (0.507, 3.388, 0.425)
H (-1.104, -0.057, 1.727)
H (-1.442, -1.300, 0.618)
H (3.437, -3.597, -4.144)
H (-0.985, 1.341, -2.120)
H (-1.452, 2.499, -0.603)
H (-1.992, 1.898, 1.065)

Summary:
Electronic energy, eV: -13095.74066
Gap between HOMO and LUMO, eV: 11.32
E_LUMO, eV: -4.093
Total charge: +1

Mulliken atomic charge list, values in e, 4 entries:
1 C 0.65
2 C -1.00
3 C -1.39
4 C -1.03

=====

Record order is preserved below.
ΔE to the lowest compared entry with this formula, charge and spin: 0.0, 0.0, 15.5, 16.1 kcal per mole